Entry from the OMol25 dataset: the molecule C2H3BrClNO2S (ωB97M-V/def2-TZVPD).

Calculated values
DFT total energy: -3715.411187 Eh
Multiplicity: 3
Kohn-Sham gap (spin up / spin down): 0.314 / 0.240 hartree

Geometry as XYZ:
```
11
Properties=species:S:1:pos:R:3:forces:R:3:lowdin_charge:R:1
C -1.3414 -0.5500 -0.2108 -2.0765 3.7663 1.2757 -0.10
C -0.2109 0.2858 0.2794 0.8161 -4.4524 -0.1084 -0.45
N 0.1432 1.5727 0.2782 0.0698 0.4983 -0.4455 -0.44
O -0.6210 2.4915 0.1398 -0.7848 1.1976 -0.2296 0.14
O 1.3968 1.6399 0.3895 0.6062 1.3703 0.6907 -0.14
S 1.3280 -0.4735 0.6711 -0.7954 -0.6078 0.1592 0.44
Cl 0.8147 -2.4744 0.4040 -0.0284 0.1545 0.3759 0.17
Br 3.4366 -0.5854 -0.8022 0.9492 -0.0233 -0.6279 0.10
H -1.9913 0.2322 -0.7020 -0.3065 -0.6355 1.1050 0.11
H -1.8506 -1.0900 0.6533 0.6195 0.4537 -1.5571 0.12
H -1.1041 -1.0488 -1.1004 0.9308 -1.7217 -0.6381 0.06
```
Positions in Å, forces in eV/Å.